(1)
{
  "formula": "C5H39NO15",
  "method": "ωB97M-V/def2-TZVPD",
  "lumo_energy_ev": -0.313,
  "total_energy_ha": -1397.0900,
  "homo_energy_ev": -9.572,
  "de_lowest_kcal_mol": 182.33,
  "orbital_gap_ev": 9.26,
  "elements": ["C", "N", "C", "C", "C", "C", "O", "H", "H", "H", "H", "H", "H", "H", "H", "H", "H", "H", "H", "H", "O", "H", "H", "O", "H", "H", "O", "H", "H", "O", "H", "H", "O", "H", "H", "O", "H", "H", "O", "H", "H", "O", "H", "H", "O", "H", "H", "O", "H", "H", "O", "H", "H", "O", "H", "H", "O", "H", "H", "O"],
  "coordinates": [[-1.951, -3.479, 1.527], [-1.873, -2.186, 0.814], [-1.248, -1.215, 1.781], [0.161, -2.920, -0.702], [-1.139, -2.153, -0.516], [-2.102, -2.667, -1.660], [-2.013, -2.191, -2.775], [-0.959, -3.680, 1.994], [-2.602, -3.437, 2.347], [-2.382, -4.209, 0.782], [-0.116, -1.179, 1.900], [-1.476, -1.440, 2.791], [-1.750, -0.163, 1.610], [0.460, -3.519, 0.134], [1.003, -2.269, -0.806], [0.081, -3.536, -1.557], [-1.132, -1.054, -0.813], [-2.798, -3.412, -1.638], [2.203, -1.193, 2.220], [3.681, -1.412, 2.087], [2.917, -1.698, 2.668], [1.087, 0.209, -1.800], [1.896, 1.338, -1.028], [1.977, 0.605, -1.773], [0.550, 1.737, -2.376], [0.466, 3.186, -1.839], [0.368, 2.563, -2.614], [-2.094, 1.565, 4.261], [-0.624, 0.930, 4.259], [-1.252, 1.535, 3.808], [3.428, 0.096, -0.594], [4.583, -0.818, -1.234], [4.136, -0.599, -0.418], [2.078, 0.505, -3.562], [2.703, -0.777, -4.271], [2.429, 0.174, -4.394], [2.290, -0.526, 4.405], [2.181, 0.814, 3.671], [1.666, 0.279, 4.408], [0.336, 1.441, -4.616], [-0.726, 2.407, -4.197], [-0.608, 1.646, -4.752], [3.424, 1.729, 2.481], [3.950, 0.458, 3.261], [3.321, 0.795, 2.498], [-4.061, -0.685, 0.226], [-2.666, 0.040, 0.160], [-3.643, 0.121, -0.058], [0.074, 3.743, 2.635], [-0.743, 2.666, 2.456], [-0.222, 3.122, 1.958], [-0.458, 4.528, -0.518], [0.153, 3.579, 0.418], [0.235, 3.959, -0.426], [-0.954, -1.166, -3.008], [-0.396, 0.207, -3.812], [-0.239, -0.462, -3.099], [-4.251, 2.220, -0.428], [-3.307, 2.832, -1.495], [-4.050, 3.013, -0.780]],
  "nbo_charge": [-0.4165, -0.4662, -0.4387, -0.6543, -0.1439, 0.4635, -0.5282, 0.1793, 0.2045, 0.2010, 0.1861, 0.2101, 0.1991, 0.2288, 0.2397, 0.2237, 0.2383, 0.1423, 0.4758, 0.4926, -0.9606, 0.5138, 0.4834, -0.9826, 0.4532, 0.4999, -1.0043, 0.4870, 0.5169, -0.9927, 0.4947, 0.4787, -0.9852, 0.4864, 0.4726, -0.9715, 0.4843, 0.4812, -1.0189, 0.4775, 0.4996, -0.9457, 0.4837, 0.5012, -0.9369, 0.4828, 0.4764, -0.9584, 0.4736, 0.4867, -0.9381, 0.4753, 0.4990, -0.9581, 0.4909, 0.5021, -1.0845, 0.4752, 0.4724, -0.9481]
}

(2)
{
  "formula": "C5H3BrN2O3",
  "method": "ωB97M-V/def2-TZVPD",
  "lumo_energy_ev": -1.303,
  "total_energy_ha": -3101.3917,
  "homo_energy_ev": -9.780,
  "de_lowest_kcal_mol": 16.44,
  "orbital_gap_ev": 8.48,
  "smiles": "[H]/N=C\\c1cc(Br)c([N+](=O)[O-])o1",
  "elements": ["O", "O", "Br", "N", "O", "C", "C", "C", "C", "C", "N", "H", "H", "H"],
  "coordinates": [[2.744, -1.467, 0.703], [2.488, -0.146, 2.374], [-0.811, -0.077, 3.329], [-0.553, 0.756, -3.018], [0.681, -0.366, -0.517], [-1.211, 0.367, -1.988], [-1.262, 0.161, 0.455], [-0.320, -0.171, 1.527], [-0.655, 0.021, -0.735], [0.896, -0.412, 0.848], [2.097, -0.692, 1.397], [0.413, 0.834, -2.988], [-2.226, 0.729, -2.116], [-2.282, 0.464, 0.730]],
  "nbo_charge": [-0.3716, -0.3283, 0.1649, -0.5529, -0.3689, 0.0389, -0.2558, -0.1468, 0.2197, 0.3148, 0.4775, 0.3412, 0.2175, 0.2498]
}

(3)
{
  "formula": "C5H3BrNO2S",
  "method": "ωB97M-V/def2-TZVPD",
  "lumo_energy_ev": 3.289,
  "total_charge": -1,
  "total_energy_ha": -3369.7170,
  "homo_energy_ev": -3.940,
  "orbital_gap_ev": 7.23,
  "elements": ["C", "C", "C", "C", "C", "N", "O", "O", "S", "Br", "H", "H", "H"],
  "coordinates": [[-1.649, 0.752, 0.053], [-1.075, -0.563, 0.160], [-0.888, 1.926, 0.070], [0.271, -0.835, 0.120], [1.112, 0.888, 0.016], [0.433, 1.972, 0.015], [0.969, -3.498, 0.307], [2.271, -1.860, -1.089], [1.660, -2.196, 0.211], [2.959, 1.048, -0.135], [-2.748, 0.842, 0.078], [-1.897, -1.408, 0.153], [-1.420, 2.933, 0.040]],
  "nbo_charge": [-0.2556, -0.3346, -0.0106, -0.1893, 0.1614, -0.5385, -1.0253, -1.0271, 1.5488, 0.0808, 0.2005, 0.2146, 0.1750]
}

(4)
{
  "formula": "C5H3Cl",
  "method": "ωB97M-V/def2-TZVPD",
  "lumo_energy_ev": 0.652,
  "total_energy_ha": -652.3829,
  "homo_energy_ev": -9.657,
  "de_lowest_kcal_mol": 0.00,
  "orbital_gap_ev": 10.31,
  "smiles": "C#CC#CCCl",
  "elements": ["C", "C", "C", "C", "C", "H", "H", "H", "Cl"],
  "coordinates": [[1.343, 0.876, 0.035], [-0.072, 0.560, -0.033], [-1.262, 0.306, -0.044], [-2.602, -0.119, -0.027], [-3.790, -0.370, 0.025], [1.525, 1.386, 1.005], [1.613, 1.528, -0.833], [-4.823, -0.722, 0.125], [2.352, -0.571, -0.002]],
  "nbo_charge": [-0.4690, 0.0511, -0.0648, -0.0894, -0.1578, 0.2495, 0.2497, 0.2494, -0.0186]
}